# 1
The following is a DFT calculation (ωB97M-V/def2-TZVPD) of a 2-piece molecular cluster, C4H7NO2 overall at a distorted geometry.

Properties
Frontier orbital gap (eV): 7.90

Last column: Löwdin charge in e.
Atoms and positions in Å:
O -5.04523 -0.25751 -0.13519  0.24
C 0.75659 -1.13729 0.32185  -0.17
O -3.73346 1.44382 0.61356  0.20
C -0.64124 -0.62340 0.09670  -0.33
C -0.76749 -0.06416 -1.28147  -0.12
H -1.79947 0.01519 -1.74867  0.11
H 0.37177 1.26265 -0.17472  0.12
C -4.37003 0.57510 0.22987  -0.45
N -0.56476 0.87158 -0.07648  0.00
H -1.18669 1.41814 0.45172  0.10
H 0.10652 0.15677 -1.88768  0.09
H 1.26354 -1.44760 -0.58344  0.03
H 0.96540 -2.13058 0.95763  0.10
H 1.45863 -0.29684 0.71035  0.08


# 2
The following is a DFT calculation (ωB97M-V/def2-TZVPD) of one molecule with the formula C4H7NO2.

Properties
Frontier orbital gap (eV): 10.63
Structure (SMILES): [H]/N=C(\C)OCC=O

Last column: Löwdin charge in e.
Atoms and positions in Å:
C -1.25688 -0.06324 -0.44082  -0.01
O 0.40672 -0.11284 1.39261  -0.03
H -0.74744 -0.77685 -1.10632  0.07
O 1.38046 1.05431 -0.85265  0.08
H -1.63845 0.70356 -1.11501  0.10
H -1.57588 2.20462 0.70412  0.06
H 2.17103 -1.00579 0.89580  0.14
H 1.26654 -0.74703 -1.75361  0.13
H -2.05550 -0.65080 0.00520  0.09
N -0.86658 1.72712 1.25510  0.18
C 1.15911 -0.89633 0.49683  -0.16
C -0.55581 0.61702 0.74770  -0.50
C 1.30018 -0.14804 -0.82400  -0.27
H 0.72137 -1.89867 0.39086  0.13


# 3
The following is a DFT calculation (ωB97M-V/def2-TZVPD) of one molecule with the formula C4H7NO2 at a distorted geometry.

Properties
Frontier orbital gap (eV): 10.33
Structure (SMILES): N[C@@H](C=O)CC=O

Last column: Löwdin charge in e.
Atoms and positions in Å:
H 0.34410 1.22949 0.76797  0.15
H 0.98621 -1.17319 2.02979  0.12
H -1.21331 -1.24385 0.76379  0.08
H 1.11168 0.59271 -1.35886  0.13
H -1.24792 1.66977 -1.05981  0.13
C 0.21161 0.07134 -1.00654  -0.13
H 0.33666 -0.93710 -1.40268  0.13
H -1.08776 -0.15336 2.04043  0.08
N -1.09844 -0.29786 1.04259  0.06
O 2.52341 -0.59599 0.85934  0.08
O -1.44759 0.45665 -2.68956  0.07
C -0.95448 0.77994 -1.65228  -0.28
C 1.37098 -0.58105 1.15146  -0.23
C 0.16486 0.18250 0.51435  -0.38


# 4
The following is a DFT calculation (ωB97M-V/def2-TZVPD) of C4H7NO2 as an isolated structure at a distorted geometry.

Properties
Frontier orbital gap (eV): 10.54

Last column: Löwdin charge in e.
Atoms and positions in Å:
H 0.38709 -1.22919 -1.35506  0.15
O -0.84035 -2.65014 0.63889  0.03
H 1.74865 -0.94507 -0.24350  0.12
N -0.22122 -0.47868 0.53542  -0.11
C -0.45557 0.95548 0.56856  -0.08
H -0.26029 1.41758 1.53793  0.12
H -1.43786 1.25757 0.18418  0.13
H 0.52755 0.57070 -1.72066  0.08
O 0.31531 1.59898 -1.71683  -0.04
C -1.00098 -1.49137 0.96410  -0.33
H 1.61110 1.54707 -0.08084  0.14
C 0.75826 -0.57338 -0.51427  -0.05
C 0.65991 1.16296 -0.45036  -0.30
H -1.79162 -1.14250 1.65245  0.14


# 5
The following is a DFT calculation (ωB97M-V/def2-TZVPD) of one molecule with the formula C4H7NO2 at a distorted geometry.

Properties
Frontier orbital gap (eV): 10.74
Structure (SMILES): C[C@H]1CNC(=O)O1

Last column: Löwdin charge in e.
Atoms and positions in Å:
H -0.51776 1.89205 0.07682  0.14
C -1.75377 -0.77132 -0.21793  -0.03
O 0.71983 -1.08583 0.24747  0.01
H -2.11634 -0.62736 0.80588  0.09
H 2.04652 1.80070 0.11054  0.15
H -1.84047 -1.82257 -0.49014  0.08
N 1.43064 1.00788 0.01161  0.08
C 1.86072 -0.28290 0.20891  -0.55
C -0.33165 -0.29159 -0.40762  -0.36
H -0.03761 -0.29164 -1.45883  0.15
H -0.03482 0.40984 1.32509  0.16
O 2.97590 -0.70523 0.34099  0.11
C 0.01562 0.96629 0.33076  -0.14
H -2.41681 -0.19832 -0.88356  0.09


# 6
The following is a DFT calculation (ωB97M-V/def2-TZVPD) of one molecule with the formula C4H7NO2.

Properties
Frontier orbital gap (eV): 10.82
Structure (SMILES): C/C(=N\O)[C@H]1CO1

Last column: Löwdin charge in e.
Atoms and positions in Å:
C -0.44365 0.11355 -0.06913  -0.31
N -0.73945 1.19360 0.54707  0.04
H -2.04324 2.08886 1.52809  0.10
O 1.71188 -0.97541 -0.15041  -0.04
C -1.23434 -1.14082 -0.19122  -0.02
O -1.98542 1.19173 1.15975  -0.05
C 0.90664 0.05245 -0.72151  -0.27
H 0.87811 0.09217 -1.81879  0.15
C 2.13205 0.38028 0.00606  -0.10
H 3.01171 0.63581 -0.58805  0.11
H -2.22226 -0.96285 -0.61900  0.09
H -0.69547 -1.83313 -0.84774  0.08
H -1.33700 -1.65759 0.76785  0.10
H 2.06986 0.81662 1.00667  0.12


# 7
The following is a DFT calculation (ωB97M-V/def2-TZVPD) of C4H7NO2 as an isolated structure.

Properties
Frontier orbital gap (eV): 8.89

Last column: Löwdin charge in e.
Atoms and positions in Å:
H -1.68888 -1.11155 1.43706  0.14
H 0.07793 2.02251 0.12786  0.07
N 1.58273 -1.39842 -1.06181  0.24
O -1.15618 -0.50124 -1.16688  -0.07
C -0.84595 -0.46428 1.18182  -0.10
H 1.78418 -0.98239 -1.95730  0.10
O 0.26194 -1.30220 0.85490  0.03
H 1.49279 1.05008 0.40749  0.07
H 0.86500 1.28458 -1.27043  0.07
H -1.81892 1.09494 -0.06439  0.13
H -0.58069 0.18575 2.01958  0.13
C -1.10288 0.25449 -0.15080  -0.42
C 0.74012 -0.95052 -0.30668  -0.36
C 0.59883 1.11932 -0.22455  -0.03


# 8
The following is a DFT calculation (ωB97M-V/def2-TZVPD) of one molecule with the formula C4H7NO2.

Properties
Frontier orbital gap (eV): 10.66
Structure (SMILES): CC(=O)NCC=O

Last column: Löwdin charge in e.
Atoms and positions in Å:
H 1.26838 0.49841 2.82788  0.09
H 0.59024 -1.06478 2.29629  0.07
H -1.61861 0.34994 -1.44773  0.14
C 0.42141 0.01517 2.33733  0.00
H -0.42874 -1.16576 0.25153  0.14
O 0.40406 1.82375 0.76029  0.05
O -0.57279 -0.76876 -3.49724  0.05
C -0.00781 -0.63412 -2.44038  -0.25
C -0.53405 0.24380 -1.32627  -0.15
H -0.46977 0.21042 2.94342  0.09
C 0.23503 0.63616 0.96905  -0.53
H 0.95240 -1.15022 -2.22343  0.13
H -0.08869 1.24076 -1.43091  0.13
N -0.15107 -0.23476 -0.01982  0.04


The following relative energy (zero: lowest compared OMol25 entry of this formula, charge and spin) values (in eV) correspond, in order, to the records above: 4.0438 2.3740 1.7468 3.8636 1.0121 3.6566 5.5983 0.6769.